DFT (wB97M-V/def2-TZVPD) results for 10 unconnected molecules or ions with the total composition C52H122N6O14 at a distorted geometry.

Properties
SMILES string: CC1(C)CCCC(C)(C)N1O.CC1(C)CCCC(C)(C)N1O.CC1(C)CCCC(C)(C)N1O.CC1(C)CCCC(C)(C)N1O.COC[C@H](C)N.COC[C@H](C)N.OCCO.OCCO.OCCO.OCCO
HOMO energy: -7.778 eV
Kohn-Sham gap: 8.080 eV
Charge: 0
M: 1055.58 g/mol
LUMO level: 0.011 hartree

Geometry as XYZ:
```
194
Properties=species:S:1:pos:R:3:lowdin_charge:R:1
C -24.109 20.312 -15.169 -0.03
C -25.154 19.228 -15.597 -0.47
C -25.638 18.601 -14.310 -0.05
C -26.289 19.956 -16.467 -0.11
C -26.010 20.155 -17.968 -0.19
C -25.468 18.911 -18.598 -0.18
C -24.258 18.210 -17.911 -0.44
C -24.168 16.887 -18.684 -0.04
C -23.045 19.185 -18.061 -0.02
N -24.671 18.086 -16.445 -0.15
O -23.775 17.343 -15.823 -0.03
H -23.142 19.812 -15.121 0.08
H -24.057 21.071 -15.949 0.06
H -24.307 20.842 -14.237 0.08
H -26.216 19.314 -13.722 0.09
H -26.262 17.753 -14.591 0.09
H -24.727 18.318 -13.784 0.08
H -27.213 19.389 -16.357 0.11
H -26.549 20.829 -15.868 0.11
H -26.866 20.428 -18.586 0.11
H -25.346 21.016 -18.034 0.10
H -25.104 19.156 -19.596 0.12
H -26.338 18.277 -18.768 0.12
H -24.100 16.889 -19.772 0.09
H -25.144 16.430 -18.519 0.08
H -23.424 16.248 -18.208 0.08
H -23.214 20.262 -18.082 0.07
H -22.527 19.086 -19.014 0.08
H -22.348 18.837 -17.299 0.08
H -24.126 16.456 -15.708 0.12
C -22.416 6.071 -11.469 -0.04
C -21.837 6.245 -10.049 -0.44
C -22.781 7.265 -9.266 -0.04
C -21.920 4.895 -9.214 -0.10
C -20.571 4.124 -9.354 -0.18
C -19.333 4.980 -9.181 -0.17
C -19.224 6.118 -10.169 -0.44
C -17.935 6.983 -9.684 -0.04
C -18.710 5.649 -11.578 -0.04
N -20.483 6.920 -10.124 -0.14
O -20.447 7.994 -10.926 -0.01
H -21.745 5.443 -12.056 0.07
H -23.371 5.545 -11.499 0.08
H -22.528 7.027 -11.980 0.07
H -22.829 8.197 -9.829 0.07
H -23.784 6.888 -9.066 0.08
H -22.290 7.318 -8.294 0.08
H -22.284 5.053 -8.199 0.10
H -22.690 4.258 -9.648 0.11
H -20.535 3.374 -8.563 0.10
H -20.502 3.442 -10.202 0.11
H -18.475 4.327 -9.340 0.12
H -19.228 5.317 -8.150 0.12
H -16.896 6.654 -9.715 0.08
H -18.069 7.333 -8.661 0.07
H -17.841 7.898 -10.268 0.06
H -18.569 6.544 -12.185 0.08
H -19.286 4.946 -12.180 0.07
H -17.742 5.151 -11.518 0.08
H -20.737 8.700 -10.344 0.11
C -20.152 16.221 -29.247 -0.01
C -18.626 15.968 -29.488 -0.49
C -18.367 15.603 -30.938 -0.06
C -17.723 17.242 -29.211 -0.10
C -17.721 17.591 -27.674 -0.17
C -17.193 16.345 -26.913 -0.12
C -17.991 14.996 -27.160 -0.52
C -17.073 13.888 -26.695 -0.05
C -19.306 15.005 -26.352 -0.03
N -18.236 14.875 -28.562 -0.12
O -18.568 13.571 -29.091 0.00
H -20.652 15.255 -29.174 0.08
H -20.238 16.738 -28.292 0.06
H -20.516 16.835 -30.071 0.08
H -19.016 14.953 -31.525 0.08
H -18.351 16.458 -31.614 0.08
H -17.311 15.334 -30.943 0.09
H -16.700 17.150 -29.575 0.12
H -18.320 18.059 -29.617 0.11
H -17.071 18.448 -27.498 0.11
H -18.718 17.772 -27.274 0.09
H -17.335 16.601 -25.863 0.12
H -16.158 16.280 -27.248 0.11
H -16.139 13.939 -27.254 0.09
H -17.357 12.840 -26.789 0.08
H -16.830 13.998 -25.638 0.08
H -19.787 15.971 -26.202 0.07
H -19.032 14.630 -25.366 0.07
H -19.943 14.184 -26.682 0.08
H -19.515 13.611 -29.244 0.07
C -30.265 7.941 -14.825 -0.01
C -31.092 7.114 -15.894 -0.51
C -32.621 7.085 -15.520 -0.02
C -30.858 7.691 -17.307 -0.14
C -31.307 6.843 -18.606 -0.11
C -30.310 5.586 -18.442 -0.16
C -30.505 4.816 -17.157 -0.46
C -31.826 4.047 -17.173 -0.03
C -29.221 3.894 -17.099 -0.02
N -30.476 5.820 -15.982 -0.14
O -30.272 5.166 -14.796 -0.02
H -29.297 8.122 -15.292 0.08
H -30.648 8.947 -14.651 0.08
H -30.190 7.384 -13.891 0.07
H -33.030 8.089 -15.637 0.08
H -33.244 6.405 -16.101 0.06
H -32.694 6.818 -14.466 0.07
H -31.498 8.567 -17.411 0.10
H -29.803 7.953 -17.380 0.11
H -32.366 6.596 -18.537 0.09
H -31.074 7.503 -19.441 0.10
H -29.264 5.855 -18.583 0.11
H -30.671 5.113 -19.355 0.11
H -32.034 3.686 -16.166 0.07
H -31.850 3.114 -17.736 0.09
H -32.691 4.701 -17.283 0.06
H -28.259 4.396 -17.201 0.08
H -29.286 3.125 -17.868 0.08
H -29.298 3.514 -16.080 0.07
H -31.131 5.184 -14.369 0.09
C -10.774 17.258 -14.822 -0.14
O -12.145 17.023 -14.701 -0.18
C -12.477 15.630 -14.708 -0.23
C -13.511 15.207 -15.630 -0.40
C -14.718 16.230 -15.621 -0.06
N -14.191 14.041 -15.043 0.01
H -10.327 16.999 -15.782 0.09
H -10.123 16.894 -14.027 0.08
H -10.671 18.336 -14.699 0.09
H -11.563 15.046 -14.812 0.13
H -12.784 15.481 -13.672 0.13
H -13.127 14.914 -16.607 0.14
H -15.511 15.940 -16.311 0.07
H -14.376 17.190 -16.009 0.06
H -15.084 16.402 -14.609 0.08
H -14.609 14.360 -14.181 0.06
H -14.807 13.507 -15.638 0.07
C -9.735 5.195 -25.048 -0.08
O -10.313 4.752 -23.801 -0.21
C -11.091 5.584 -23.044 -0.21
C -12.383 5.862 -23.884 -0.43
C -13.350 6.633 -23.007 -0.08
N -13.058 4.615 -24.390 0.05
H -10.235 4.859 -25.957 0.08
H -8.736 4.805 -25.240 0.08
H -9.705 6.285 -25.041 0.09
H -11.341 5.034 -22.137 0.13
H -10.504 6.454 -22.749 0.13
H -12.198 6.440 -24.789 0.12
H -13.155 7.664 -22.711 0.08
H -13.420 6.029 -22.103 0.08
H -14.288 6.765 -23.546 0.07
H -13.676 4.934 -25.122 0.06
H -12.270 4.204 -24.870 0.04
O -21.430 6.945 -26.253 -0.10
C -21.459 8.116 -27.179 -0.20
C -22.885 8.453 -27.519 -0.20
O -22.912 9.830 -28.079 -0.11
H -21.147 7.152 -25.359 0.07
H -20.882 8.928 -26.737 0.12
H -20.927 7.808 -28.080 0.11
H -23.388 8.696 -26.582 0.11
H -23.508 7.757 -28.081 0.12
H -23.770 10.236 -27.934 0.07
O -26.975 0.814 -28.362 -0.05
C -26.943 1.568 -27.205 -0.28
C -25.508 2.043 -26.819 -0.23
O -25.606 3.103 -25.848 -0.07
H -27.389 -0.044 -28.239 0.09
H -27.642 2.403 -27.196 0.12
H -27.181 0.916 -26.365 0.11
H -24.865 2.244 -27.676 0.12
H -25.128 1.109 -26.404 0.11
H -24.700 3.386 -25.700 0.08
O -20.062 0.963 -21.393 -0.06
C -18.982 0.412 -22.110 -0.26
C -17.659 0.011 -21.422 -0.23
O -17.062 1.228 -21.007 -0.07
H -20.432 0.284 -20.825 0.08
H -19.517 -0.406 -22.592 0.11
H -18.711 1.080 -22.928 0.12
H -16.994 -0.436 -22.161 0.11
H -17.724 -0.743 -20.637 0.11
H -16.569 1.545 -21.767 0.09
O -20.573 7.025 -20.122 -0.06
C -20.644 7.153 -18.756 -0.27
C -20.922 8.643 -18.373 -0.21
O -19.732 9.325 -18.747 -0.08
H -20.308 6.130 -20.347 0.10
H -21.294 6.383 -18.340 0.11
H -19.677 6.793 -18.404 0.12
H -21.133 8.880 -17.330 0.11
H -21.773 9.113 -18.866 0.11
H -19.620 8.946 -19.622 0.06
```